Record 1
Entry from OMol25: C18H52CrCu4N2O15P2 as an isolated structure at a distorted geometry (ωB97M-V/def2-TZVPD).

XYZ file:
```
94
Properties=species:S:1:pos:R:3:mulliken_charge:R:1
Cr -29.123 -9.178 -5.014 -0.117
Cu -27.521 -9.858 -2.490 0.223
Cu -26.480 -4.829 -4.195 0.074
Cu -26.759 -7.644 -6.582 -0.069
Cu -25.033 -8.468 -4.267 -0.097
P -28.167 -6.852 -4.321 1.355
O -26.633 -6.909 -4.514 -0.293
O -28.880 -7.272 -5.665 0.156
O -28.660 -5.495 -3.791 1.758
O -28.638 -8.071 -3.434 -0.061
P -27.114 -10.873 -5.140 0.945
O -27.409 -9.703 -6.125 -0.638
O -28.527 -11.012 -4.467 -0.605
O -26.104 -10.361 -4.034 -0.671
O -26.493 -11.988 -5.894 -0.773
C -29.858 -5.124 -9.838 -1.288
C -30.079 -5.896 -8.543 0.434
O -28.895 -5.738 -7.734 -0.306
H -28.916 -5.473 -10.265 0.301
H -29.904 -4.047 -9.729 0.169
H -30.605 -5.458 -10.563 0.423
H -30.197 -6.981 -8.593 -0.088
H -30.930 -5.470 -7.999 0.141
H -29.043 -6.152 -6.872 -0.049
C -23.598 -3.666 -6.711 -0.899
C -23.938 -5.116 -6.929 -0.223
O -24.329 -5.686 -5.671 -0.423
H -23.286 -3.218 -7.655 0.356
H -22.780 -3.611 -5.991 0.356
H -24.459 -3.164 -6.272 -0.083
H -23.072 -5.712 -7.240 0.484
H -24.721 -5.244 -7.689 0.120
H -24.277 -6.647 -5.857 0.002
C -30.757 -1.458 -1.863 -1.509
C -29.933 -2.384 -2.753 0.207
O -29.502 -3.466 -1.958 -0.424
H -31.675 -1.979 -1.582 0.322
H -31.074 -0.573 -2.421 0.400
H -30.226 -1.115 -0.979 0.307
H -29.010 -1.870 -3.077 0.209
H -30.415 -2.560 -3.725 0.261
H -29.102 -4.099 -2.576 0.082
C -33.355 -5.850 -3.093 -1.311
C -31.866 -5.863 -3.268 0.970
O -31.607 -6.241 -4.640 -0.576
H -33.718 -6.876 -3.229 0.153
H -33.843 -5.286 -3.886 0.299
H -33.710 -5.610 -2.092 0.406
H -31.287 -6.462 -2.553 -0.178
H -31.406 -4.878 -3.133 -0.183
H -30.635 -6.282 -4.653 -0.250
C -29.918 -5.999 0.368 -1.022
C -28.965 -7.019 -0.297 0.241
O -28.019 -6.413 -1.133 -0.554
H -30.869 -5.929 -0.164 0.145
H -29.443 -5.018 0.391 0.189
H -30.146 -6.201 1.417 0.430
H -29.555 -7.668 -0.955 -0.268
H -28.511 -7.475 0.587 0.467
H -28.354 -6.389 -2.047 -0.162
C -26.620 -1.535 -6.566 -1.809
C -27.921 -2.280 -6.305 0.242
C -28.882 -2.269 -7.489 -0.338
O -29.583 -0.999 -7.432 -0.401
C -30.367 -0.712 -8.607 -0.768
N -27.592 -3.688 -5.985 0.437
H -26.182 -1.939 -7.476 0.342
H -26.027 -1.626 -5.657 0.358
H -26.822 -0.464 -6.630 0.446
H -28.496 -1.922 -5.450 0.007
H -29.715 -2.960 -7.349 0.213
H -28.366 -2.332 -8.451 0.467
H -29.634 -0.668 -9.414 0.298
H -30.977 0.132 -8.312 0.283
H -31.010 -1.567 -8.850 0.272
H -28.382 -4.080 -5.479 -0.155
H -27.472 -4.264 -6.813 -0.067
C -33.565 -9.535 -5.120 -1.374
C -32.088 -9.577 -5.537 0.455
C -31.711 -8.848 -6.828 -0.853
O -30.328 -9.281 -7.003 0.769
C -30.109 -10.185 -8.086 -1.114
N -31.187 -9.261 -4.401 -0.039
H -34.104 -9.621 -6.062 0.399
H -33.857 -8.597 -4.644 0.212
H -33.781 -10.278 -4.353 0.376
H -31.773 -10.585 -5.817 0.192
H -31.654 -7.765 -6.921 0.151
H -32.377 -9.138 -7.643 0.522
H -30.274 -9.720 -9.059 0.261
H -30.760 -11.053 -7.954 0.306
H -29.066 -10.492 -8.016 0.284
H -31.387 -10.063 -3.801 0.359
H -31.534 -8.476 -3.850 0.000
```

Charge: 0
Multiplicity: 5
HOMO energy (spin up / spin down), eV: -4.95 / -8.24
Max |F|, eV/A: 4.37
DFT total energy, hartree: -10244.4205
Gap between HOMO and LUMO (spin up / spin down), eV: 4.19 / 7.58

---

Record 2
Entry from OMol25: a 6-piece molecular cluster, C18H52N8O6 overall at a distorted geometry (ωB97M-V/def2-TZVPD).

XYZ file:
```
84
Properties=species:S:1:pos:R:3:mulliken_charge:R:1
C -1.977 -0.075 -0.207 0.524
O -3.048 0.134 -0.825 -0.678
N -1.506 -1.322 0.028 -0.146
N -1.271 0.665 0.559 -0.186
H -0.527 -1.321 0.278 0.023
H -1.996 -2.122 -0.345 0.193
H -1.478 1.654 0.538 0.185
H -0.583 0.312 1.209 0.177
C -5.405 1.377 -4.097 0.699
O -4.349 1.462 -4.716 -0.652
N -5.715 1.645 -2.899 -0.310
N -6.563 1.480 -4.806 -0.407
H -4.924 1.746 -2.279 0.201
H -6.684 1.432 -2.710 0.172
H -7.377 1.186 -4.284 0.124
H -6.643 1.674 -5.794 0.192
C -1.206 -5.424 0.683 -1.388
C -1.904 -4.689 -0.443 0.782
C -1.999 -5.673 -1.656 -0.897
O -0.696 -6.013 -2.186 -0.290
C -0.737 -6.924 -3.261 -0.811
N -3.207 -4.265 0.041 -0.638
H -0.168 -5.611 0.406 0.320
H -1.591 -6.418 0.911 0.320
H -1.125 -4.806 1.577 0.376
H -1.326 -3.801 -0.700 0.077
H -2.725 -5.417 -2.427 0.438
H -2.365 -6.537 -1.100 0.305
H -0.013 -7.695 -3.000 0.280
H -0.358 -6.517 -4.199 0.249
H -1.635 -7.540 -3.268 0.361
H -3.855 -4.973 0.354 0.224
H -3.115 -3.559 0.758 0.241
C 1.761 -1.800 2.015 -0.469
C 2.256 -3.215 1.749 1.027
C 3.220 -3.468 0.538 -0.554
O 4.076 -2.376 0.319 -0.319
C 4.536 -2.327 -1.015 -0.833
N 2.906 -3.719 3.036 -0.821
H 1.008 -1.421 1.323 -0.755
H 2.555 -1.069 1.867 0.336
H 1.234 -1.727 2.966 0.382
H 1.317 -3.760 1.653 -0.221
H 2.570 -3.613 -0.325 0.370
H 3.783 -4.384 0.723 0.345
H 5.094 -1.402 -1.164 0.281
H 3.873 -2.433 -1.873 0.343
H 5.317 -3.075 -1.154 0.353
H 2.238 -3.550 3.774 0.270
H 3.068 -4.713 2.954 0.276
C 1.615 6.613 5.321 -1.449
C 0.323 6.157 4.562 0.381
C 0.457 5.147 3.468 -0.788
O 1.123 3.930 3.922 -0.367
C 0.901 2.886 2.991 -0.707
N -0.547 5.646 5.614 -0.767
H 1.204 7.435 5.907 0.434
H 2.438 7.063 4.765 0.332
H 2.111 5.950 6.029 0.372
H -0.365 6.938 4.238 0.276
H 1.123 5.603 2.736 0.360
H -0.565 5.006 3.118 0.425
H -0.124 2.941 2.624 0.318
H 1.020 1.945 3.528 0.292
H 1.601 3.017 2.166 0.301
H 0.072 5.582 6.409 0.308
H -0.433 4.648 5.506 0.277
C 0.992 4.934 -2.841 -1.387
C 0.781 3.447 -2.897 0.316
C 2.055 2.692 -2.604 -0.594
O 1.739 1.354 -2.157 -0.326
C 2.939 0.557 -1.916 -0.833
N -0.402 3.094 -2.090 -0.196
H 0.078 5.418 -3.186 0.410
H 1.807 5.203 -3.513 0.405
H 1.174 5.279 -1.823 0.369
H 0.665 3.117 -3.929 0.316
H 2.438 3.168 -1.701 0.372
H 2.644 2.827 -3.511 0.432
H 3.897 1.015 -2.159 0.430
H 2.841 -0.351 -2.512 0.232
H 3.085 0.314 -0.864 0.288
H -0.231 2.099 -2.059 0.340
H -1.202 3.314 -2.666 0.360
```

Charge: +1
Multiplicity: 2
ΔE to the lowest compared entry with this formula, charge and spin, kJ/mol: 249.2
HOMO energy (spin up / spin down), eV: -10.98 / -10.98
Max |F|, eV/A: 7.28
DFT total energy, hartree: -1605.9834
Gap between HOMO and LUMO (spin up / spin down), eV: 8.32 / 2.18

---

Record 3
Entry from OMol25: a 8-piece molecular cluster, C18H52O8 overall at a distorted geometry (ωB97M-V/def2-TZVPD).

XYZ file:
```
78
Properties=species:S:1:pos:R:3:mulliken_charge:R:1
C -0.445 0.156 -0.513 -0.212
O 0.845 0.546 0.066 -0.723
H -0.650 0.618 -1.479 0.123
H -0.271 -0.869 -0.841 -0.350
H -1.251 0.348 0.196 0.634
H 1.536 0.601 -0.598 -0.108
C -3.719 3.082 -0.062 -0.457
O -3.584 2.653 -1.420 -0.463
H -3.123 3.979 0.108 0.202
H -4.779 3.256 0.125 0.384
H -3.340 2.297 0.593 0.159
H -4.147 1.909 -1.643 0.240
C 4.455 0.740 -0.895 -1.464
O 3.304 1.129 -1.634 2.201
H 5.235 1.501 -0.912 0.296
H 4.260 0.470 0.143 -0.044
H 4.882 -0.189 -1.274 0.405
H 3.498 1.637 -2.425 -0.937
C 0.086 3.765 -1.712 -0.451
C -0.512 4.487 -2.921 0.227
C -0.740 3.500 -4.146 -1.420
O -1.737 4.956 -2.443 -0.554
H 1.030 3.360 -2.076 0.242
H -0.532 2.954 -1.324 -0.305
H 0.357 4.403 -0.871 0.257
H 0.092 5.319 -3.284 0.426
H -1.474 2.709 -3.990 0.234
H 0.256 3.195 -4.466 0.469
H -1.058 4.119 -4.985 0.399
H -2.211 4.213 -2.062 0.275
C 1.559 -2.777 -1.505 -0.706
C 1.912 -3.212 -2.911 0.191
C 1.015 -2.602 -3.992 -1.234
O 3.215 -2.756 -3.066 -0.333
H 2.230 -3.205 -0.761 0.247
H 0.534 -3.076 -1.287 0.254
H 1.636 -1.708 -1.304 -0.017
H 1.842 -4.295 -3.010 0.313
H 0.048 -3.102 -3.936 0.320
H 1.440 -2.636 -4.995 0.410
H 0.910 -1.584 -3.615 0.173
H 3.310 -1.809 -3.193 0.092
C 1.237 3.093 2.338 -1.416
C -0.007 2.142 2.572 1.469
C -0.459 2.324 4.003 -1.707
O -0.919 2.403 1.561 -0.429
H 1.592 2.985 1.313 0.223
H 2.094 2.837 2.962 0.384
H 0.734 4.052 2.464 0.412
H 0.354 1.113 2.550 -0.235
H -0.802 3.357 4.064 0.424
H 0.322 2.259 4.760 0.364
H -1.331 1.706 4.217 0.392
H -0.599 1.830 0.860 -0.285
C 0.662 -2.274 2.326 -0.908
C 2.044 -2.564 2.957 0.433
C 2.849 -1.286 3.090 -1.075
O 1.895 -3.152 4.230 -0.541
H 0.752 -1.642 1.442 0.017
H 0.025 -1.867 3.111 0.452
H 0.144 -3.212 2.128 0.297
H 2.563 -3.232 2.270 0.218
H 2.392 -0.507 3.699 0.297
H 2.887 -0.735 2.150 -0.022
H 3.856 -1.327 3.505 0.480
H 2.825 -3.321 4.399 0.355
C -3.300 -2.683 -0.035 -0.914
C -3.230 -3.999 0.734 0.625
C -3.250 -3.840 2.208 -1.289
O -4.168 -4.856 0.202 -0.553
H -2.447 -2.029 0.146 -0.033
H -4.200 -2.132 0.240 0.413
H -3.353 -2.795 -1.118 0.338
H -2.261 -4.480 0.599 0.111
H -3.379 -4.840 2.621 0.370
H -4.074 -3.212 2.544 0.367
H -2.320 -3.457 2.629 0.240
H -5.043 -4.743 0.581 0.329
```

Charge: -1
Multiplicity: 2
ΔE to the lowest compared entry with this formula, charge and spin, kJ/mol: 0.0
HOMO energy (spin up / spin down), eV: 0.47 / -7.03
Max |F|, eV/A: 3.83
DFT total energy, hartree: -1318.7671
Gap between HOMO and LUMO (spin up / spin down), eV: 1.81 / 9.22